Record 1
A cluster of 3 separate species, C6H10O3 in total at a distorted geometry, computed with ωB97M-V with the def2-TZVPD basis set.

Atoms and positions in Å:
H (1.785, 0.657, 1.620)
C (0.809, 1.103, -1.595)
C (2.424, 0.203, 0.862)
C (0.583, -1.437, 0.456)
C (1.642, -0.736, -0.010)
H (2.877, 0.996, 0.267)
H (3.237, -0.328, 1.363)
H (-3.463, 1.318, -0.318)
H (0.283, -2.360, -0.018)
C (-2.833, 0.700, 0.318)
H (-1.207, -0.802, 0.029)
H (2.197, -1.156, -0.842)
O (1.772, 1.286, -2.216)
O (-2.410, -0.697, -1.600)
C (-2.125, -0.329, -0.504)
H (-3.454, 0.194, 1.063)
H (0.237, -1.298, 1.465)
H (-2.102, 1.326, 0.831)
O (-0.250, 1.361, -1.171)

Summary:
Gap between HOMO and LUMO (eV): 9.3
LUMO level (hartree): 0.0068
Strongest force on any atom (eV/Å): 3.438
SMILES: O=C=O.C=CC.CC=O
Relative energy (zero: lowest compared OMol25 entry of this formula, charge and spin) (kcal/mol): 35.4
2S+1: 1
E_HOMO (Eh): -0.33324

Record 2
The ion C2H5O5P with charge -2 at a distorted geometry, computed with ωB97M-V with the def2-TZVPD basis set.

Atoms and positions in Å:
H (-1.335, -1.332, 1.470)
O (0.973, -1.259, 0.300)
O (1.823, 0.750, -1.348)
H (1.401, 1.033, 0.805)
H (-1.945, -0.746, -0.186)
C (0.137, -0.239, 0.426)
P (0.280, 0.623, -1.219)
C (-1.323, -0.545, 0.718)
O (-0.407, 1.975, -0.984)
O (0.726, 0.683, 1.413)
H (-1.672, 0.319, 1.261)
O (-0.207, -0.375, -2.301)
H (1.548, -0.888, -0.356)

Summary:
Net charge: -2
Gap between HOMO and LUMO (eV): 6.5
LUMO level (hartree): 0.2580
Strongest force on any atom (eV/Å): 4.024
SMILES: CC(O)(O)P(=O)([O-])[O-]
Relative energy (zero: lowest compared OMol25 entry of this formula, charge and spin) (kcal/mol): 19.8
2S+1: 1
E_HOMO (Eh): 0.02075

Record 3
An isolated molecule of C4H7NO5 at a distorted geometry, computed with ωB97M-V with the def2-TZVPD basis set.

Atoms and positions in Å:
H (-0.607, 2.028, -1.842)
H (0.932, 1.070, 0.358)
H (-0.240, -2.066, -2.107)
H (0.381, -0.979, 0.293)
O (1.680, 0.454, 0.325)
O (2.921, -0.482, -1.346)
H (1.467, 1.536, -2.472)
N (-0.337, 1.093, -1.561)
C (-0.766, -1.964, -1.151)
C (1.884, 0.047, -1.035)
H (-1.435, -2.824, -1.037)
O (0.166, -1.906, -0.139)
H (0.858, -0.050, -2.900)
O (-1.653, -0.855, -1.215)
C (0.945, 0.657, -2.071)
C (-1.412, 0.446, -1.018)
O (-2.124, 1.020, -0.214)

Summary:
Gap between HOMO and LUMO (eV): 10.6
LUMO level (hartree): 0.0072
Strongest force on any atom (eV/Å): 3.144
SMILES: O=C(O)CNC(=O)OCO
Relative energy (zero: lowest compared OMol25 entry of this formula, charge and spin) (kcal/mol): 41.2
2S+1: 1
E_HOMO (Eh): -0.38331

Record 4
A structure of composition C36H36AsI2N4O3STl, computed with ωB97M-V with the def2-TZVPD basis set.

Atoms and positions in Å:
H (-4.892, 0.805, 3.430)
H (-3.056, 0.260, -1.803)
H (0.741, 2.893, -5.648)
N (-3.632, -1.085, 0.319)
C (-1.823, -5.771, 0.579)
H (0.764, -5.264, -0.602)
C (3.036, -2.905, 2.161)
H (1.684, 3.023, 5.349)
H (-5.892, 2.668, 0.298)
H (1.032, 2.797, -3.178)
C (-4.553, 3.146, -2.783)
H (-3.628, 2.112, 5.121)
S (-4.422, 0.197, 0.712)
H (-1.521, 3.238, 4.477)
N (2.682, -1.143, 0.570)
O (2.027, -2.569, 2.801)
H (-1.643, -6.199, -0.410)
C (-5.293, 2.494, -0.590)
C (0.071, 0.927, -1.445)
H (-1.945, 1.805, 0.478)
H (2.305, 0.358, -0.767)
C (-5.336, 3.378, -1.657)
H (-1.083, -2.358, -1.192)
O (1.077, 1.357, 3.459)
H (-1.394, -6.427, 1.337)
H (-1.498, -0.755, -5.490)
C (-3.689, 1.139, -1.776)
H (-2.898, -5.698, 0.749)
H (-1.195, -4.035, -1.816)
C (0.316, 2.072, -5.080)
N (0.930, 1.794, -0.980)
C (4.604, -2.566, 0.188)
C (2.493, 2.811, 4.647)
C (-2.336, 1.897, 1.485)
C (2.650, 3.562, -0.215)
C (-1.628, 2.621, 2.430)
C (2.969, -0.462, -0.515)
H (5.572, -5.238, 2.067)
H (1.372, -3.672, -0.087)
H (4.275, -0.177, -2.207)
C (-3.731, 2.029, -2.843)
C (3.463, -2.181, 0.940)
C (-0.773, -0.009, -3.615)
C (4.992, -4.381, 1.747)
C (3.870, -4.012, 2.480)
C (-0.940, 0.031, -4.994)
C (-4.461, 1.385, -0.656)
C (-0.065, 0.988, -2.952)
C (4.888, -1.807, -0.967)
H (-2.660, -0.878, 0.061)
C (0.481, 2.029, -3.704)
H (-5.979, 4.249, -1.612)
I (3.319, -5.148, 4.144)
C (5.367, -3.681, 0.628)
H (-0.685, 3.074, 2.156)
As (-1.002, -3.978, 0.734)
C (2.312, 2.942, 2.168)
Tl (0.189, -0.452, 1.847)
O (-0.654, 0.080, -0.829)
H (-2.615, -3.227, -1.074)
H (1.918, 4.125, -0.795)
C (1.891, 2.308, 3.337)
H (-4.581, 3.840, -3.614)
H (1.315, -4.994, 1.079)
C (1.957, 2.678, 0.806)
C (-0.399, 1.073, -5.734)
H (3.040, 3.732, 2.303)
C (-1.531, -3.341, -1.042)
H (-3.108, 1.847, -3.710)
C (-2.099, 2.702, 3.735)
C (-3.513, 1.255, 1.853)
I (7.077, -4.317, -0.408)
H (-1.204, -0.808, -3.024)
C (0.805, -4.550, 0.224)
H (3.199, 2.951, -0.934)
H (3.111, 3.702, 4.521)
C (-3.987, 1.333, 3.154)
H (5.750, -2.066, -1.571)
H (3.337, 4.248, 0.280)
C (-3.275, 2.064, 4.098)
H (-0.532, 1.109, -6.809)
H (3.098, 2.012, 5.082)
N (1.098, 1.778, 0.411)
C (4.078, -0.766, -1.320)

Summary:
Net charge: -2
Gap between HOMO and LUMO (eV): 5.1
LUMO level (hartree): 0.1323
Strongest force on any atom (eV/Å): 0.405
Relative energy (zero: lowest compared OMol25 entry of this formula, charge and spin) (kcal/mol): 4.3
2S+1: 1
E_HOMO (Eh): -0.05371

Record 5
An isolated molecule of C17H18N4O at a distorted geometry, computed with ωB97M-V with the def2-TZVPD basis set.

Atoms and positions in Å:
H (3.601, -3.711, -0.736)
C (2.469, 3.638, -0.245)
C (3.207, -0.215, 0.815)
C (3.644, -1.270, 1.594)
H (-5.846, -1.279, 1.547)
H (2.811, -1.835, -2.118)
C (2.421, 0.747, -1.370)
H (4.131, -3.354, 1.647)
C (1.325, 2.699, -0.155)
C (-2.350, 0.294, 0.341)
C (3.495, -2.729, -0.299)
C (0.131, 0.886, -0.428)
H (2.684, 3.882, -1.286)
H (3.868, -1.110, 2.639)
C (-1.527, -0.628, -0.344)
C (-4.661, -0.493, -0.071)
H (2.049, 0.369, -2.327)
O (-4.521, -0.734, -1.247)
H (3.234, 1.454, -1.558)
C (3.791, -2.530, 1.038)
H (-1.120, -2.603, -0.971)
H (-2.490, 2.255, 1.232)
C (2.910, -0.408, -0.528)
H (-3.938, 0.319, 1.642)
H (3.365, 3.209, 0.202)
H (-2.419, -2.476, 0.241)
C (-1.877, 1.555, 0.684)
H (-6.701, -1.120, 0.000)
C (-5.978, -0.657, 0.664)
N (-0.296, -0.325, -0.731)
N (0.198, 2.983, 0.435)
C (-0.589, 1.870, 0.287)
C (3.053, -1.674, -1.078)
H (-2.730, -2.007, -1.427)
N (-3.660, -0.053, 0.744)
H (2.207, 4.549, 0.284)
C (-1.975, -2.020, -0.642)
H (3.086, 0.764, 1.257)
H (-6.355, 0.316, 0.973)
N (1.349, 1.443, -0.707)

Summary:
Gap between HOMO and LUMO (eV): 9.0
LUMO level (hartree): 0.0290
Strongest force on any atom (eV/Å): 1.148
SMILES: CC(=O)Nc1cc2nc(C)n(Cc3ccccc3)c2nc1C
Relative energy (zero: lowest compared OMol25 entry of this formula, charge and spin) (kcal/mol): 2.6
2S+1: 1
E_HOMO (Eh): -0.30144

Record 6
The ion C6H10N3O with charge +1 at a distorted geometry, computed with ωB97M-V with the def2-TZVPD basis set.

Atoms and positions in Å:
C (-0.694, -0.512, 0.905)
H (-0.869, 2.249, 2.402)
H (0.042, -0.971, -3.035)
H (0.765, 1.709, 2.710)
H (1.235, 0.158, -2.808)
H (-1.676, -2.821, -0.013)
H (-0.565, 0.555, 3.052)
H (2.424, 1.892, -0.971)
H (-0.675, -2.865, -1.423)
H (2.021, 2.836, 0.438)
C (-0.184, 1.294, 2.361)
N (-0.645, -0.991, -0.500)
C (0.830, 1.172, 0.132)
C (1.787, 1.991, -0.114)
C (0.268, -0.405, -1.162)
H (-2.045, -1.980, -1.525)
C (-1.289, -2.242, -0.813)
N (0.658, -0.641, -2.378)
O (-1.298, -1.122, 1.730)
N (-0.090, 0.693, 1.010)

Summary:
Net charge: +1
Gap between HOMO and LUMO (eV): 10.0
LUMO level (hartree): -0.1359
Strongest force on any atom (eV/Å): 6.161
Relative energy (zero: lowest compared OMol25 entry of this formula, charge and spin) (kcal/mol): 89.4
2S+1: 1
E_HOMO (Eh): -0.50206

Record 7
An isolated molecule of C4H8N2O2S at a distorted geometry, computed with ωB97M-V with the def2-TZVPD basis set.

Atoms and positions in Å:
O (2.368, 1.685, 0.382)
N (0.443, -1.853, 0.934)
C (-0.928, -0.953, -0.761)
C (-0.396, -2.108, 0.039)
H (-2.190, 0.900, 0.707)
N (-0.351, 0.216, -0.115)
H (-0.730, -3.115, -0.160)
C (-1.258, 1.273, 0.262)
H (0.603, 0.238, 1.807)
H (2.198, 2.168, -0.431)
H (-0.766, 1.930, 0.975)
C (0.627, -0.194, 0.809)
O (2.147, -0.114, -1.346)
S (2.347, 0.033, 0.081)
H (-2.023, -0.927, -0.750)
H (-1.504, 1.851, -0.632)
H (-0.588, -1.030, -1.800)

Summary:
Gap between HOMO and LUMO (eV): 9.5
LUMO level (hartree): 0.0292
Strongest force on any atom (eV/Å): 3.209
Relative energy (zero: lowest compared OMol25 entry of this formula, charge and spin) (kcal/mol): 50.8
2S+1: 1
E_HOMO (Eh): -0.31841

Record 8
A cluster of 4 separate species, C21H35N2O8 in total at a distorted geometry, computed with ωB97M-V with the def2-TZVPD basis set.

Atoms and positions in Å:
C (0.246, -1.363, 1.562)
O (-4.199, 1.152, -3.231)
H (-5.244, 0.992, -1.428)
O (-2.764, -2.796, -0.181)
H (4.017, -2.419, 1.625)
N (-1.217, -2.435, 3.268)
H (4.220, 4.833, 4.641)
H (2.476, -2.526, 2.540)
C (1.596, -0.606, 1.255)
H (1.572, -4.166, 0.586)
O (2.448, -1.540, 0.614)
H (-0.546, 1.271, -5.017)
C (-0.841, 2.429, -3.209)
O (-5.064, 1.958, -5.098)
H (0.669, -1.456, 3.730)
H (-1.657, 2.974, -2.731)
H (1.646, 2.083, -3.817)
H (-0.038, 3.151, -3.365)
C (5.097, 1.500, 2.340)
H (1.332, 0.275, 0.584)
H (2.835, 3.727, 4.731)
H (5.620, 0.777, 1.716)
N (-3.957, -4.870, 0.541)
C (3.855, 3.845, 4.357)
O (-0.445, 1.406, -2.274)
H (5.785, 2.860, 4.580)
C (-2.101, -2.801, 2.260)
H (-4.280, -1.267, -0.886)
O (1.097, 0.169, -1.288)
H (-3.320, -1.216, -2.376)
H (-6.801, 0.645, -2.737)
C (-0.668, -1.718, 0.474)
C (2.906, -2.570, 1.505)
C (-1.891, -2.469, 0.869)
H (-2.989, -3.391, 2.593)
H (-5.068, -1.336, -2.468)
H (-2.147, 1.123, -4.314)
H (3.389, -4.226, 0.162)
C (-0.076, -1.741, 2.949)
H (5.834, 2.249, 2.624)
H (4.778, 2.847, 6.008)
O (4.197, -0.397, 3.435)
O (4.233, 1.455, 4.636)
C (0.781, 0.875, -2.224)
C (-4.334, 0.627, -1.908)
C (-4.248, -0.886, -1.905)
H (-0.441, -1.463, -0.592)
C (4.503, 0.768, 3.515)
C (4.753, 2.763, 4.921)
H (2.735, 0.971, -3.031)
H (-1.411, -2.683, 4.244)
H (3.802, 3.796, 3.268)
C (-6.542, 0.650, -3.794)
H (2.812, -4.737, 1.809)
H (-3.499, 1.035, -1.335)
H (2.020, -0.162, 2.200)
H (-7.333, 1.202, -4.300)
C (-5.230, 1.331, -4.087)
H (1.515, 0.331, -4.148)
C (-3.495, -3.896, 0.147)
C (2.619, -4.037, 0.955)
H (4.297, 1.958, 1.756)
C (1.712, 1.086, -3.387)
H (-6.517, -0.368, -4.183)
C (-1.336, 1.826, -4.506)
H (-1.699, 2.605, -5.177)

Summary:
Net charge: +1
Gap between HOMO and LUMO (eV): 7.7
LUMO level (hartree): -0.1663
Strongest force on any atom (eV/Å): 3.520
2S+1: 1
E_HOMO (Eh): -0.44854